The following is a DFT calculation (ωB97M-V with the def2-TZVPD basis set) of C30H52GaP2 as an isolated structure at a distorted geometry.

## Properties
gap between HOMO and LUMO (alpha / beta)	5.85 / 4.37	eV
net charge	+1
electronic energy	-102892.3778	eV

XYZ file:
```
85
Properties=species:S:1:pos:R:3:forces:R:3
Ga -1.757 0.767 -1.126 1.517 1.052 1.480
P -3.722 0.476 0.345 2.883 -0.340 0.008
P -2.287 -1.440 -2.433 0.810 0.132 -0.771
C 1.908 0.366 1.421 -0.483 2.693 0.086
C -3.101 1.846 -5.577 0.451 -0.061 -0.837
C 2.374 -1.829 0.129 0.126 -0.381 -0.180
C 1.479 2.821 2.009 0.123 0.400 0.207
C -5.841 1.010 -4.546 -0.515 0.240 0.087
C -4.594 2.009 -2.499 0.256 0.428 0.258
C 0.149 -3.149 2.460 0.403 0.158 0.183
C 2.676 0.579 -0.740 -0.487 -1.495 1.432
C 1.396 -0.228 2.668 -0.269 -0.131 0.441
C -4.692 0.078 -4.795 0.175 -0.130 -0.732
C 2.357 1.873 -0.240 0.152 -0.499 0.133
C 2.376 -0.358 0.278 0.687 0.982 -2.301
C -3.289 2.867 -4.450 0.099 -0.035 -0.233
C -1.181 -0.992 -0.215 0.267 -2.187 1.103
C -2.227 -3.663 2.001 -0.208 0.319 -0.235
C 3.286 0.250 -2.043 0.328 0.013 -0.325
C -3.267 -0.090 2.006 -0.582 -0.485 0.606
C -0.894 -3.263 1.345 0.216 -0.191 0.236
C 2.581 3.154 -0.924 0.070 0.241 -0.211
C -3.498 0.431 -5.286 -1.302 -0.352 -0.658
C -2.191 -2.946 -3.429 0.172 -0.904 0.301
C -4.116 -1.141 -2.086 -0.079 1.082 0.166
C -4.022 2.262 0.701 -1.646 0.497 -0.328
C -4.545 -0.949 -0.584 -0.974 0.191 -0.205
C -0.446 -4.399 0.415 0.053 0.067 -0.456
C 1.880 1.739 1.090 -0.174 -2.253 0.903
C -1.009 -1.974 0.550 -0.403 -0.200 -0.659
C -5.889 1.659 -3.149 -0.474 0.300 -0.501
C -1.174 -0.426 -3.636 -0.269 0.543 -0.523
C -3.402 2.296 -3.052 -0.568 1.502 0.170
H 2.826 -2.359 0.978 -0.049 0.156 -0.152
H 1.117 -2.865 2.029 -0.380 -0.082 0.420
H -1.261 -0.818 -4.660 -0.188 -0.058 0.419
H -1.204 -2.974 -3.912 -0.348 -0.006 0.170
H -4.731 -1.921 -2.568 0.468 0.027 0.355
H -3.927 2.908 -0.187 -0.035 -0.430 0.517
H 3.040 1.013 -2.783 0.045 -0.126 -0.183
H 1.808 3.887 -0.662 0.190 -0.076 -0.124
H -2.977 -2.953 -4.201 0.231 0.023 0.296
H -2.050 1.808 -5.883 -0.103 0.202 -0.013
H 1.331 -2.161 0.028 0.308 -0.022 0.052
H -1.380 0.661 -3.661 0.022 -0.791 0.025
H -4.143 -0.530 2.512 0.379 0.146 0.047
H -4.938 -0.974 -4.658 0.206 0.072 -0.273
H -2.480 2.410 -2.441 -1.212 0.330 -0.386
H -3.665 2.212 -6.458 0.314 -0.268 0.230
H -0.328 -5.348 0.964 -0.137 0.440 -0.098
H 0.519 -4.146 -0.040 -0.233 -0.173 -0.030
H 2.899 -2.141 -0.779 -0.001 0.025 0.164
H 2.084 -0.962 3.120 -0.250 0.200 -0.183
H 2.951 -0.726 -2.404 0.061 0.162 -0.117
H -4.797 2.175 -1.444 0.635 -0.759 -0.147
H -5.647 -0.807 -0.510 0.587 -0.433 -0.394
H -2.899 0.757 2.605 -0.229 -0.257 -0.299
H 0.290 -4.106 2.989 -0.280 0.205 -0.309
H -3.292 2.655 1.429 -0.155 -0.807 -0.167
H -6.776 0.425 -4.654 0.421 0.351 -0.093
H 0.451 -0.742 2.435 0.306 0.171 0.179
H -4.336 -0.221 -2.630 0.057 -0.188 0.152
H -4.186 3.471 -4.676 0.334 -0.240 0.277
H -2.467 -0.837 1.951 -0.324 0.177 -0.067
H 2.623 3.027 -2.011 0.004 0.164 0.194
H -6.441 0.986 -2.471 0.166 0.278 -0.074
H 2.354 3.186 2.562 -0.230 0.159 0.044
H -0.167 -2.400 3.196 0.202 -0.277 -0.099
H 3.548 3.551 -0.584 -0.132 0.130 -0.167
H 1.058 3.657 1.448 -0.081 0.089 0.206
H 1.169 0.535 3.421 0.151 -0.159 -0.118
H -0.099 -0.539 -3.379 -0.723 -0.191 0.600
H -5.892 1.811 -5.303 0.260 -0.381 0.126
H -2.870 -0.349 -5.725 -0.075 0.189 0.473
H -4.294 -1.892 -0.066 -0.015 0.718 0.388
H 4.380 0.214 -1.952 -0.120 -0.019 -0.216
H -6.492 2.580 -3.230 -0.050 -0.295 0.137
H -2.266 -3.826 -2.783 -0.212 0.000 -0.273
H -2.429 3.571 -4.456 -0.554 -0.385 0.010
H -2.501 -2.915 2.754 -0.147 -0.216 -0.144
H -5.032 2.354 1.117 0.200 0.529 0.049
H 0.744 2.463 2.737 0.061 0.235 -0.101
H -3.007 -3.725 1.229 -0.002 -0.028 0.311
H -1.197 -4.539 -0.372 0.220 -0.113 0.012
H -2.143 -4.642 2.503 0.082 0.404 -0.276
```
Forces are in eV/Å.

Atom charges from the Löwdin analysis, given in e for atoms 1 to 6:
1 Ga 0.484
2 P 0.844
3 P 0.991
4 C -0.181
5 C -0.187
6 C -0.033

The following is a DFT calculation (ωB97M-V with the def2-TZVPD basis set) of a 2-piece molecular cluster, C30H52N2O6 overall at a distorted geometry.

## Properties
gap between HOMO and LUMO	1.91	eV
electronic energy	-47192.5100	eV

XYZ file:
```
90
Properties=species:S:1:pos:R:3:forces:R:3
O -6.502 -3.933 3.359 1.395 -0.588 0.090
O 0.539 4.686 4.706 7.978 -3.533 2.101
O 3.198 -3.458 -3.570 -4.432 2.863 6.758
O -2.174 -0.471 -4.302 1.337 1.498 1.136
O 2.919 4.740 4.378 -1.875 -3.677 1.979
O -5.685 -2.281 -1.979 2.892 -1.402 -0.793
N -0.929 1.379 -3.172 0.809 -0.559 -0.200
N 0.717 -1.112 -2.469 1.168 -1.296 0.580
C -1.201 -0.626 -0.884 -0.060 -0.678 0.562
C 5.278 4.575 3.521 0.036 -0.749 -0.314
C -2.704 -0.661 1.390 -0.005 0.838 -0.176
C 0.234 -0.093 -1.464 -1.170 2.267 1.871
C 1.362 3.720 -1.467 -0.401 -0.444 0.089
C 1.956 -4.225 -1.473 -0.748 -2.895 2.757
C 0.135 2.649 -1.088 1.880 -0.853 0.040
C 1.804 4.667 -0.195 1.170 0.999 -1.578
C -0.855 0.230 -4.152 -0.666 1.332 -1.553
C 3.473 4.616 -0.095 -0.660 -0.394 -0.416
C -4.235 -1.007 0.915 -0.496 -0.775 1.183
C 1.741 4.130 5.024 -5.636 3.193 -2.141
C -4.498 -2.651 1.037 -1.147 0.361 -0.392
C 4.041 3.768 4.286 1.801 0.465 -0.311
C 3.134 -5.185 -0.774 -3.609 -1.147 0.945
C 0.206 1.382 -2.173 0.256 0.581 -0.384
C 4.068 5.383 1.227 0.662 -0.589 -1.163
C 2.464 -3.051 -2.497 3.128 -3.130 -4.720
C 2.220 -1.436 -2.334 2.079 -0.888 0.119
C -1.867 0.289 0.300 -1.276 -0.376 -0.271
C 1.119 -6.780 0.596 0.511 3.925 -2.991
C 5.197 4.374 1.895 -0.183 0.460 0.801
C -5.814 -3.527 -1.207 -1.201 0.122 1.561
C -0.050 -5.827 -0.058 4.226 0.518 -0.818
C 2.699 -6.418 0.231 -2.808 1.972 -1.617
C 0.372 -0.824 -3.909 -1.671 -0.500 -2.902
C -5.965 -3.088 0.379 0.421 -0.864 -0.229
C 0.404 -4.588 -1.086 2.183 -1.621 1.454
C 1.763 2.863 6.064 0.206 0.503 0.089
C -4.328 -2.143 -2.535 0.540 1.198 0.296
H 6.253 4.608 1.439 -2.085 -0.519 0.791
H 1.273 -0.468 -4.577 -1.588 -0.617 1.930
H -4.227 -2.431 -3.665 -0.396 0.308 2.043
H -6.370 -4.029 0.946 0.852 1.920 -0.541
H -4.551 -2.958 2.169 -0.040 0.516 -2.072
H -4.901 -4.255 -1.283 -1.536 1.450 -0.168
H 0.866 3.024 6.818 1.918 -0.233 -1.811
H 6.286 4.067 3.894 -2.101 1.275 -0.664
H 0.959 0.004 -0.520 -1.326 -0.573 -2.317
H 4.285 -5.003 -0.995 -2.850 -0.380 0.473
H 2.767 2.798 6.663 -1.952 0.172 -1.225
H -6.777 -4.082 -1.630 2.001 1.135 1.063
H 0.233 -2.027 -2.221 0.484 1.424 -0.174
H 3.747 3.454 -0.127 -0.391 2.458 0.362
H 3.755 2.799 3.678 0.367 2.014 1.092
H -6.730 -2.213 0.539 1.434 -1.745 -0.553
H -4.974 -0.524 1.714 1.534 -1.004 -1.794
H -0.916 3.162 -1.047 2.078 -1.156 0.004
H 0.984 4.317 -2.404 0.892 -0.836 1.862
H -2.915 0.126 -3.969 1.650 -0.873 -0.453
H 3.512 -7.117 0.700 -1.625 1.668 -1.102
H 1.315 4.367 0.825 0.873 0.623 -2.035
H 0.021 -1.863 -4.382 0.760 2.352 0.964
H 2.873 -0.902 -3.160 -1.662 -1.178 1.583
H -7.290 -3.471 3.136 -1.157 0.649 -0.241
H 4.613 6.365 0.824 -1.224 -2.071 1.167
H 1.197 1.597 -2.803 -1.572 -0.876 1.577
H -0.986 2.306 -3.669 0.207 -1.523 0.658
H -2.000 -0.824 -1.723 1.750 0.566 1.453
H 3.206 5.689 1.957 1.751 -0.760 -1.271
H -1.101 0.970 0.865 -1.383 -1.399 -1.221
H 1.565 5.787 -0.525 0.160 -2.385 1.227
H 1.598 1.854 5.494 0.322 2.060 0.932
H -4.546 -0.567 -0.124 0.840 -0.915 1.772
H 4.437 3.427 5.337 -1.003 0.809 -1.888
H 4.937 3.234 1.687 0.511 2.445 0.323
H 0.471 2.177 -0.044 -1.148 1.195 -2.127
H -2.757 -0.013 2.378 0.215 -1.570 -1.931
H 5.264 5.741 3.763 0.001 -2.680 -0.248
H -4.050 -0.991 -2.446 -0.640 -2.253 -0.231
H 2.355 3.150 -1.804 -2.319 0.901 0.682
H -0.486 -3.972 -1.543 1.909 -1.317 0.905
H -0.985 -1.694 -0.394 -0.228 2.102 -1.006
H -2.141 -1.675 1.591 -0.936 2.081 -0.290
H 2.666 -1.108 -1.298 -1.332 -0.659 -1.885
H 0.809 -7.675 1.293 0.867 2.051 -1.556
H -1.209 -5.992 0.169 2.924 0.425 -0.615
H -2.713 0.947 -0.226 2.091 -1.075 1.221
H 3.969 5.068 -1.080 -1.299 -0.916 2.043
H -3.668 -3.262 0.481 -1.197 1.148 0.947
H -0.664 0.723 -5.222 -0.148 -1.359 2.128
H -3.494 -2.710 -1.904 -1.885 0.987 -1.226
```
Forces are in eV/Å.

Atom charges from the Löwdin analysis, given in e for atoms 1 to 6:
1 O -0.601
2 O -0.052
3 O -0.026
4 O -0.099
5 O -0.108
6 O -0.250

The following is a DFT calculation (ωB97M-V with the def2-TZVPD basis set) of C30H52N3O3PPdSSi as an isolated structure at a distorted geometry.

## Properties
2S+1	3
gap between HOMO and LUMO (alpha / beta)	6.41 / 5.77	eV
<S²>	2.01
electronic energy	-74049.1954	eV

XYZ file:
```
92
Properties=species:S:1:pos:R:3:forces:R:3
Pd 0.034 -0.498 -0.208 0.923 -0.447 0.839
S 0.397 -1.566 1.863 0.005 -0.194 -0.172
P 0.007 -1.346 -2.451 -0.231 0.153 -1.208
Si -0.965 1.635 0.483 -0.226 1.118 -0.144
O 0.595 -0.773 -3.882 0.082 -0.195 0.330
O 0.432 -2.870 -2.806 -0.069 -0.085 0.232
O -1.568 -1.431 -2.715 -0.012 -0.022 -0.088
N 2.722 -0.278 0.350 0.110 -0.070 -0.280
N -0.305 -4.423 -0.299 -0.091 -0.137 0.033
N -0.882 -3.217 -0.223 -0.501 0.119 -0.051
C 1.798 -3.247 -2.714 0.106 0.122 0.002
C 2.950 -0.498 1.675 0.198 -0.009 0.562
C 0.593 2.873 0.310 -0.192 -0.286 -0.060
C 4.211 -0.237 2.279 -0.239 -0.078 -0.238
C 2.074 -0.991 3.883 -0.050 0.038 -0.317
C -2.087 -3.431 0.285 0.199 -0.131 -0.045
C 0.571 0.587 -4.284 -0.048 0.102 0.076
C -2.137 -2.070 -3.861 0.008 -0.103 -0.090
C 1.888 -0.963 2.510 -0.038 0.129 0.211
C -2.349 2.116 -0.862 0.217 -0.096 0.251
C -0.932 1.174 3.376 0.027 0.070 -0.003
C -1.104 -5.417 0.143 -0.023 0.020 0.065
C 1.442 2.449 -0.898 -0.339 0.051 0.238
C 3.479 0.456 -1.847 0.224 -0.302 -0.154
C -0.662 -6.840 0.193 0.042 0.105 0.003
C -3.162 1.270 2.364 0.050 0.095 -0.114
C 3.302 -0.656 4.462 0.254 -0.054 0.042
C 4.372 -0.330 3.674 -0.014 0.000 0.221
C 5.037 0.279 0.094 0.244 0.066 0.158
C 1.500 2.741 1.540 -0.126 -0.086 0.004
C -2.276 -4.810 0.528 -0.082 -0.007 0.008
C -1.755 1.877 2.292 0.188 -0.314 -0.236
C -3.365 0.974 -0.998 0.058 0.037 0.098
C 5.276 0.121 1.424 -0.074 0.057 -0.134
C -3.103 3.413 -0.549 0.058 -0.064 0.023
C 3.727 0.122 -0.405 -0.305 -0.163 0.021
C -1.859 3.363 2.662 0.000 -0.002 -0.177
C -1.696 2.267 -2.237 0.015 0.021 0.122
C -3.011 -2.293 0.552 0.124 -0.210 -0.102
C 0.227 4.350 0.133 -0.083 -0.102 0.044
H -0.373 4.725 0.962 0.015 0.080 -0.063
H -2.514 -3.052 -3.575 0.017 0.017 0.029
H -0.991 0.095 3.262 0.032 -0.054 0.038
H 3.409 -0.688 5.539 0.008 -0.015 0.006
H -3.153 -5.285 0.932 0.019 -0.044 0.022
H 2.234 -2.920 -1.764 -0.009 -0.020 0.017
H 1.252 0.681 -5.128 0.011 0.011 0.037
H -0.321 4.521 -0.794 0.011 0.057 0.012
H -3.713 3.321 0.350 -0.008 0.065 -0.030
H 1.246 -1.294 4.509 -0.015 -0.009 -0.002
H 1.838 -4.334 -2.787 0.008 0.028 0.013
H 0.633 -4.506 -0.645 0.048 0.063 -0.007
H 6.262 0.280 1.844 0.018 0.000 -0.012
H -2.959 -1.448 -4.211 0.010 -0.005 0.040
H 3.732 1.501 -2.034 -0.016 -0.062 -0.053
H 2.413 3.330 1.391 0.031 0.003 -0.035
H -2.353 3.944 1.883 0.014 0.080 0.105
H -1.125 1.371 -2.479 -0.005 0.065 -0.028
H -0.247 -7.156 -0.765 -0.026 -0.056 0.007
H 1.145 4.947 0.089 0.018 0.015 -0.010
H -2.448 -1.365 0.432 -0.173 0.076 0.062
H -3.892 0.772 -0.066 -0.014 -0.052 -0.060
H -3.407 -2.355 1.566 0.022 0.098 0.015
H -1.400 -2.186 -4.654 -0.011 0.020 -0.002
H -0.880 3.802 2.851 -0.029 0.027 0.007
H -3.851 -2.295 -0.145 -0.003 0.084 -0.011
H 5.830 0.555 -0.588 -0.012 0.031 -0.009
H 0.908 2.601 -1.835 0.048 -0.012 -0.031
H 1.715 1.397 -0.815 -0.255 0.543 0.055
H 1.020 3.110 2.446 0.058 -0.003 0.012
H -1.330 1.431 4.365 -0.024 0.065 -0.005
H -3.541 1.356 3.389 0.024 -0.017 0.028
H -2.468 2.396 -3.005 -0.036 -0.016 -0.004
H -3.150 0.212 2.099 -0.060 -0.017 -0.005
H 1.793 1.701 1.703 -0.022 0.149 0.078
H -2.867 0.060 -1.321 -0.071 -0.046 -0.035
H -2.421 4.254 -0.422 -0.099 0.049 0.013
H 2.374 -2.814 -3.534 -0.004 -0.009 0.000
H -3.865 1.790 1.713 -0.046 -0.065 0.055
H -0.433 0.877 -4.601 0.026 0.015 0.020
H -3.779 3.650 -1.379 -0.014 0.003 -0.013
H -2.447 3.467 3.580 0.001 -0.029 0.035
H -4.116 1.241 -1.751 0.004 -0.005 -0.038
H 0.121 1.452 3.353 -0.004 -0.048 0.070
H 4.105 -0.161 -2.495 0.033 -0.029 0.003
H -1.506 -7.479 0.437 0.010 -0.036 -0.029
H 0.104 -6.980 0.958 0.000 -0.036 -0.005
H 5.343 -0.127 4.108 0.003 0.047 -0.015
H -1.037 3.135 -2.289 0.011 -0.019 -0.045
H 0.895 1.250 -3.478 -0.010 -0.010 -0.069
H 2.438 0.296 -2.100 0.051 -0.150 -0.167
H 2.362 3.045 -0.936 0.021 0.029 0.035
```
Forces are in eV/Å.

Atom charges from the Löwdin analysis, given in e for atoms 1 to 6:
1 Pd 0.381
2 S 0.666
3 P 0.718
4 Si 0.847
5 O -0.333
6 O -0.338